<w>
DFT (the ωB97M-V functional and the def2-TZVPD basis) results for a cluster of 3 separate species, C3H11N3O in total.

For the HOMO-LUMO gap (alpha / beta), the calculation gives 7.531 / 7.544 eV.

Positions of all 18 atoms, in Å:
C (0.81427, 1.10150, -0.40216)
C (-1.11882, -0.81148, 1.72090)
C (0.43416, 2.16204, -1.39632)
N (0.14238, -1.35655, 1.89909)
O (1.80905, 0.33501, -0.58228)
H (0.05568, -1.93461, -2.00975)
H (0.51166, 1.35939, 0.62448)
H (0.26466, -2.28445, 1.51563)
H (0.91311, -0.76825, 1.58933)
H (-1.24345, 0.17396, 2.15406)
H (-1.93799, -1.51348, 1.86847)
H (0.66515, 1.83375, -2.41052)
H (1.00781, 3.07136, -1.18293)
H (-0.62317, 2.41505, -1.30798)
N (-0.84798, -0.28220, -0.70419)
N (-0.11004, -1.28610, -1.06814)
H (0.74121, -1.65979, -0.63741)
H (-1.47770, -0.55515, 0.32972)

These are the Löwdin partial charges, in e, on atoms 1 to 2:
1 C -0.42
2 C -0.14

---

<x>
DFT (the ωB97M-V functional and the def2-TZVPD basis) results for a cluster of 2 separate species, C3H11N3O in total.

For the HOMO-LUMO gap, the calculation gives 9.799 eV.

Positions of all 18 atoms, in Å:
N (2.62714, 0.27973, 0.99461)
C (1.67629, 1.01133, 1.67621)
N (0.97581, 1.88571, 1.08231)
H (2.99456, -0.52044, 1.48098)
H (2.38628, 0.13229, 0.02642)
H (1.56090, 0.75538, 2.73363)
H (0.30584, 2.29970, 1.72139)
C (-0.42255, 0.36590, -2.08566)
N (-0.92730, -0.85355, -1.48195)
C (-1.62486, -0.61951, -0.23500)
O (-2.11846, -1.82558, 0.27114)
H (-1.27136, 1.00700, -2.32978)
H (0.09565, 0.12968, -3.01433)
H (0.24701, 0.95342, -1.44372)
H (-0.18352, -1.52044, -1.31606)
H (-0.96323, -0.19252, 0.53155)
H (-2.41689, 0.11558, -0.41803)
H (-2.51895, -2.29639, -0.46872)

These are the Löwdin partial charges, in e, on atoms 1 to 2:
1 N 0.07
2 C -0.39

---

Quick one: most stable of them? <x>

---

<w>
DFT (the ωB97M-V functional and the def2-TZVPD basis) results for a cluster of 2 separate species, C3H11N3O in total.

For the HOMO-LUMO gap, the calculation gives 10.106 eV.

Positions of all 18 atoms, in Å:
C (0.82176, 1.23097, -0.47380)
C (2.23137, -0.83106, 0.22712)
C (1.17654, 0.15564, 0.61707)
O (-0.37011, 1.89235, -0.22670)
N (0.78029, 0.21238, 1.81096)
H (-1.08659, 1.16723, -0.09294)
H (0.09938, 0.95730, 1.96984)
H (1.63182, 1.96710, -0.46213)
H (0.81303, 0.73146, -1.45175)
H (3.21296, -0.34169, 0.21847)
H (2.04858, -1.22636, -0.77730)
H (2.25492, -1.65741, 0.93595)
N (-1.83666, -0.35879, 0.12356)
N (-2.38286, -0.76482, -1.13199)
H (-3.06653, -0.07546, -1.42178)
H (-2.84304, -1.67539, -1.08225)
H (-2.49059, -0.45524, 0.90188)
H (-0.99428, -0.92821, 0.31578)

These are the Löwdin partial charges, in e, on atoms 1 to 2:
1 C -0.25
2 C -0.06

---

<x>
DFT (the ωB97M-V functional and the def2-TZVPD basis) results for a cluster of 2 separate species, C3H11N3O in total.

For the HOMO-LUMO gap, the calculation gives 10.305 eV.

Positions of all 18 atoms, in Å:
N (1.83428, 0.59128, -1.16542)
C (1.24916, 1.83799, -0.73002)
O (-0.15974, 1.92902, -0.84376)
H (1.36018, -0.17486, -0.71403)
H (1.69288, 0.48070, -2.16046)
H (1.56354, 2.02789, 0.29749)
H (1.65762, 2.64062, -1.34156)
C (-0.74657, -0.92340, 1.28746)
C (-1.10381, -1.19053, 0.04149)
N (-1.61700, -2.48227, -0.31070)
N (-0.17738, 0.31593, 1.72846)
H (-0.87536, -1.69136, 2.04621)
H (-1.02462, -0.45384, -0.75321)
H (-2.50254, -2.39356, -0.78885)
H (-0.98567, -2.94644, -0.96288)
H (-0.54714, 1.63479, -0.00060)
H (0.83618, 0.27786, 1.69030)
H (-0.45400, 0.52015, 2.68007)

These are the Löwdin partial charges, in e, on atoms 1 to 2:
1 N 0.02
2 C -0.37

---

Quick one: most stable of them? <x>

---

<w>
DFT (the ωB97M-V functional and the def2-TZVPD basis) results for a cluster of 3 separate species, C5H14N4 in total.

For the HOMO-LUMO gap (alpha / beta), the calculation gives 7.085 / 7.088 eV.

Positions of all 23 atoms, in Å:
C (-1.37228, 0.40182, 0.99185)
C (0.86492, 1.45512, -0.01459)
C (0.08537, 2.00451, -1.18412)
N (-1.96859, -0.20174, -0.05254)
N (-1.00442, -0.30092, 2.05503)
H (-1.46686, 1.47531, 1.04439)
H (-0.61504, 0.27125, 2.79186)
H (-0.31889, -1.11508, 1.77471)
H (-1.95801, 0.30105, -0.92765)
H (-1.82247, -1.19719, -0.15161)
H (1.92163, 1.39116, -0.24765)
H (0.74181, 1.98899, 0.92880)
H (-0.91259, 2.36608, -0.90898)
H (0.58610, 2.85157, -1.67253)
H (-0.03279, 1.23527, -1.95708)
C (1.42934, -0.95143, 0.12692)
C (0.15806, -2.07954, -1.44337)
N (0.91956, -1.09156, -1.17807)
N (1.00270, -1.66218, 1.15030)
H (1.66763, -1.59315, 1.91642)
H (2.42298, -0.51910, 0.12560)
H (-0.09451, -2.85546, -0.71397)
H (-0.23365, -2.17477, -2.45373)

These are the Löwdin partial charges, in e, on atoms 1 to 2:
1 C -0.28
2 C -0.18

---

<x>
DFT (the ωB97M-V functional and the def2-TZVPD basis) results for a cluster of 2 separate species, C5H14N4 in total.

For the HOMO-LUMO gap, the calculation gives 9.918 eV.

Positions of all 23 atoms, in Å:
C (-0.06559, -0.01949, -2.15300)
N (-1.54679, 0.21600, -0.10661)
C (-0.52135, 0.75858, -0.93751)
N (-2.22302, 1.10934, 0.72012)
N (-2.41036, -0.70652, -0.67221)
N (0.08426, 1.88006, -0.69014)
H (-1.66129, 1.27687, 1.55459)
H (-2.33185, 2.00668, 0.24341)
H (-3.00866, -0.23636, -1.34989)
H (-3.04225, -1.02330, 0.06285)
H (-0.26569, 2.25355, 0.19186)
H (-0.64893, 0.30714, -3.01856)
H (0.99482, 0.17032, -2.33966)
H (-0.19905, -1.09508, -2.01946)
C (1.99523, 0.08989, 1.89474)
C (1.36302, -0.96248, 1.04312)
C (2.07504, -1.82520, 0.30690)
H (0.22778, -0.95387, 0.96165)
H (1.28383, 0.43106, 2.65454)
H (2.28011, 0.95492, 1.28762)
H (2.87704, -0.28721, 2.42238)
H (3.15821, -1.76989, 0.25039)
H (1.58549, -2.57499, -0.30715)

These are the Löwdin partial charges, in e, on atoms 1 to 2:
1 C -0.05
2 N -0.29

---

<y>
DFT (the ωB97M-V functional and the def2-TZVPD basis) results for a cluster of 2 separate species, C5H14N4 in total.

For the HOMO-LUMO gap, the calculation gives 7.573 eV.

Positions of all 23 atoms, in Å:
C (-2.33574, 0.54332, -0.48708)
C (-2.98619, -0.81351, -0.63496)
N (-1.69153, 0.92674, 0.76446)
N (-0.92156, 0.63596, -0.46907)
H (-1.62338, 0.07110, 1.34249)
H (0.54768, 0.93058, -0.51085)
H (-2.88803, 1.35654, -0.96440)
H (-2.39839, -1.57652, -0.12150)
H (-3.99949, -0.81068, -0.22277)
H (-3.05688, -1.08314, -1.69285)
C (2.46699, 0.05244, -1.06489)
C (1.85870, 0.93927, 1.15603)
N (1.38653, 0.31459, -0.09452)
C (0.47770, -0.90820, 0.11063)
N (0.22717, -1.48037, 1.22335)
H (0.43514, -0.92171, 2.04606)
H (0.40091, -1.45504, -0.82114)
H (3.16468, -0.68233, -0.66080)
H (2.99352, 0.98186, -1.28128)
H (2.43138, 1.83088, 0.90592)
H (2.03157, -0.32951, -1.98657)
H (0.99443, 1.23353, 1.74740)
H (2.48478, 0.24418, 1.71633)

These are the Löwdin partial charges, in e, on atoms 1 to 2:
1 C -0.46
2 C -0.07

---

Quick one: most stable of them? <x>

---

<w>
DFT (the ωB97M-V functional and the def2-TZVPD basis) results for an isolated molecule of CH2Cl2NO2P.

For the HOMO-LUMO gap, the calculation gives 11.111 eV.

Positions of all 9 atoms, in Å:
C (-1.33854, 0.15094, 0.04021)
N (1.82420, -0.11994, 0.03529)
O (-0.53798, -0.33160, -1.11046)
O (-0.56295, -0.28441, 1.05318)
P (0.52543, -1.12356, -0.01942)
Cl (-2.94030, -0.56921, 0.02318)
Cl (-1.49000, 1.89796, -0.02221)
H (1.77495, 0.88975, 0.05887)
H (2.74519, -0.50994, -0.05864)

These are the Löwdin partial charges, in e, on atoms 1 to 2:
1 C -1.47
2 N -0.14

---

<x>
DFT (the ωB97M-V functional and the def2-TZVPD basis) results for an isolated molecule of CH2Cl2NO2P.

For the HOMO-LUMO gap, the calculation gives 10.739 eV.

Positions of all 9 atoms, in Å:
C (-1.70467, -2.57085, 0.56042)
N (-0.04981, -0.05991, 0.10779)
O (-0.37021, -2.70606, 0.17041)
O (-1.66268, -1.60331, 1.46523)
P (0.08605, -1.30826, 1.17325)
Cl (-2.26262, -4.12449, 1.27353)
Cl (-2.74827, -2.23047, -0.80620)
H (-0.22319, -0.03122, -0.85640)
H (0.57095, 0.73342, 0.37937)

These are the Löwdin partial charges, in e, on atoms 1 to 2:
1 C -1.54
2 N -0.15

---

Quick one: most stable of them? <w>